1.
The following is a DFT calculation (wB97M-V/def2-TZVPD) of a cluster of 2 separate species, FO2S2 in total at a distorted geometry.

Calculated values
Frontier orbital gap (alpha / beta) in eV: 6.436 / 6.211
Lowest unoccupied orbital energy (alpha / beta) in Ha: 0.0631 / 0.0570
Maximum force in eV/Å: 2.08
E_HOMO (alpha / beta) in eV: -4.718 / -4.660
Energy relative to the best compared isomer or geometry (same formula, charge and spin) in kcal per mole: 58.7

ORCA input file:
```
! RIJCOSX wB97M-V def2-TZVPD def2/J DEFGRID3
* xyz -1 1
S -0.394 -0.268 -0.009
S 2.756 -0.071 -0.007
F -0.180 1.418 0.009
O -1.101 -0.532 -1.248
O -1.080 -0.546 1.254
*
```

---

2.
The following is a DFT calculation (wB97M-V/def2-TZVPD) of a cluster of 2 separate species, FO3S2 in total at a distorted geometry.

Calculated values
Frontier orbital gap in eV: 7.141
Lowest unoccupied orbital energy in Ha: 0.0918
Maximum force in eV/Å: 2.56
E_HOMO in eV: -4.643

ORCA input file:
```
! RIJCOSX wB97M-V def2-TZVPD def2/J DEFGRID3
* xyz -1 1
S -0.704 -0.398 0.476
S 0.997 1.656 -0.980
F 2.336 0.617 -1.368
O -0.676 -1.552 -0.393
O -1.958 0.320 0.508
O 0.005 -0.644 1.757
*
```

---

3.
The following is a DFT calculation (wB97M-V/def2-TZVPD) of the ion FO4P with charge -2 at a distorted geometry.

Calculated values
Frontier orbital gap in eV: 7.326
SMILES: O=P([O-])([O-])OF
Lowest unoccupied orbital energy in Ha: 0.2837
Maximum force in eV/Å: 4.41
E_HOMO in eV: 0.395
Energy relative to the best compared isomer or geometry (same formula, charge and spin) in kcal per mole: 3.9

ORCA input file:
```
! RIJCOSX wB97M-V def2-TZVPD def2/J DEFGRID3
* xyz -2 1
P 0.711 -0.097 -0.071
F -2.542 -0.017 0.298
O 0.840 -0.239 1.455
O -1.285 0.583 -0.110
O 1.272 1.096 -0.730
O 1.026 -1.425 -0.813
*
```

---

4.
The following is a DFT calculation (wB97M-V/def2-TZVPD) of a structure of composition FeH12O6 at a distorted geometry.

Calculated values
Frontier orbital gap (alpha / beta) in eV: 12.064 / 10.124
Lowest unoccupied orbital energy (alpha / beta) in Ha: -0.2582 / -0.2652
Maximum force in eV/Å: 1.33
E_HOMO (alpha / beta) in eV: -19.090 / -17.341
Energy relative to the best compared isomer or geometry (same formula, charge and spin) in kcal per mole: 6.1

ORCA input file:
```
! RIJCOSX wB97M-V def2-TZVPD def2/J DEFGRID3
* xyz 2 5
Fe 0.039 -0.019 0.069
O 1.308 1.527 0.669
O 1.846 -0.890 -0.758
O -1.058 -1.806 -0.447
O 0.103 -0.687 1.970
O -1.828 0.985 0.601
O -0.318 0.842 -1.914
H -1.048 1.474 -1.806
H 0.228 -1.565 2.367
H -0.174 0.793 -2.873
H -2.214 1.871 0.703
H 2.110 1.473 1.214
H 1.855 -1.152 -1.693
H 1.414 2.327 0.125
H -0.968 -2.331 -1.259
H -2.584 0.374 0.635
H 2.775 -0.735 -0.526
H -1.465 -2.403 0.201
H -0.019 -0.079 2.721
*
```